1.
DFT (wB97M-V/def2-TZVPD) results for a cluster of 3 separate species, C35H59ClN2O7P2 in total in a non-equilibrium geometry.

## Properties
- Charge: 0
- SMILES: C=CC[C@H](O[C@](CCCCl)(COCCC)[C@H](CC(=O)N(C)C)O[C@@H](CCC(C)C)P(=O)(O)O)[PH2]=N.c1ccccc1.c1ccccc1

Each line ends with the Mulliken charge.
Element x y z (Å)
C1 -0.168 1.580 2.223  -0.412
C2 -1.973 -3.850 -2.399  -0.258
H1 -0.443 0.714 -4.900  0.443
P1 2.712 1.802 2.339  0.792
H2 -0.584 -4.616 3.711  0.293
C3 0.798 1.693 -6.364  -0.239
H3 -0.922 -1.737 1.864  -0.576
H4 -2.187 3.568 -0.069  0.252
O1 -0.142 -0.207 -2.724  -0.583
H5 1.504 2.070 -5.628  0.371
H6 -4.075 0.395 1.273  0.254
H7 1.656 -2.987 5.331  0.247
H8 -5.262 -4.845 -2.900  0.241
H9 2.759 -0.091 -4.972  0.266
C4 -2.991 7.083 3.978  -0.468
C5 -3.562 -3.385 -2.226  -0.453
N1 1.941 1.045 -3.197  0.329
C6 0.856 -3.841 5.298  -0.447
C7 -2.805 2.333 1.845  0.504
C8 0.911 -1.015 0.161  0.336
H10 1.188 1.566 0.338  -0.579
H11 0.331 7.389 3.314  0.369
H12 -2.744 2.598 3.003  0.420
H13 3.397 1.798 -1.757  0.284
C9 2.438 2.195 -2.344  -0.757
H14 -4.979 1.647 2.382  0.253
H15 -0.288 9.792 3.356  0.352
C10 -4.603 -4.449 -2.013  -0.584
H16 -0.129 -0.494 -0.111  0.093
C11 -4.228 1.541 1.468  -1.089
H17 2.745 -5.289 5.186  0.286
H18 -2.454 4.605 1.584  0.108
H19 -0.714 -6.005 0.861  0.058
C12 0.987 1.971 -7.717  -0.476
H20 3.927 1.189 -4.130  0.351
H21 2.100 -3.906 -0.749  0.476
O2 -0.191 -2.921 -0.919  -0.113
O3 2.479 1.888 3.922  -0.722
H22 2.364 -1.707 -1.601  0.472
C13 -3.340 8.434 3.994  -0.315
H23 0.285 -3.923 6.318  0.344
C14 -0.306 -2.747 1.719  -0.210
H24 -3.747 6.324 4.159  0.351
H25 -1.731 0.369 -8.986  0.354
H26 0.980 -6.136 5.347  0.288
H27 4.830 -3.454 -0.415  0.284
C15 1.823 -3.622 0.356  -1.101
C16 1.128 0.039 -2.389  -0.153
C17 -1.046 9.033 3.527  -0.320
H28 -1.466 1.324 0.300  0.029
H29 1.605 2.529 -1.592  0.174
C18 1.879 -0.739 -1.153  -0.225
H30 3.997 -5.035 0.185  0.326
C19 -1.205 0.453 -6.898  -0.530
H31 3.461 -1.939 0.797  -0.182
C20 0.076 1.495 -8.661  -0.394
C21 -2.825 3.710 0.905  -1.071
H32 4.389 0.842 1.088  0.308
H33 -1.945 0.197 1.733  -0.232
H34 -1.400 5.655 3.709  0.513
C22 3.153 -3.030 1.077  0.271
H35 2.778 -0.072 -0.749  -0.092
H36 -3.857 -2.232 -2.233  0.334
H37 -2.169 -3.625 -0.147  0.206
C23 -1.593 1.296 1.464  -0.162
O4 1.368 -0.387 1.401  -0.337
H38 -1.444 -3.035 -3.053  0.171
H39 1.529 -4.623 0.934  0.182
C24 1.615 -5.270 4.876  -0.721
H40 -0.067 2.764 2.334  0.305
C25 -1.263 -3.878 -0.882  0.119
H41 -4.724 -4.937 -0.936  0.230
H42 -1.960 -4.930 -2.885  0.405
O5 3.053 3.429 1.797  -0.524
H43 -1.108 -2.872 4.400  0.203
H44 0.264 -6.884 -2.030  0.220
H45 2.850 3.089 -3.017  0.331
N2 0.564 -6.132 -1.340  -0.682
H46 1.844 2.558 -8.037  0.362
P2 -0.812 -5.704 -0.575  0.092
H47 -1.074 -3.617 1.837  0.559
C26 -0.297 0.933 -5.954  -0.220
C27 0.505 -2.635 0.325  0.105
H48 -4.369 8.726 4.184  0.351
H49 0.221 1.716 -9.715  0.352
H50 3.979 3.418 1.390  0.325
H51 -2.641 10.460 3.779  0.347
C28 -1.671 6.708 3.728  -0.276
O6 0.555 -2.849 2.947  0.028
H52 1.530 -5.409 3.694  0.074
H53 -1.906 -6.515 -1.077  0.199
H54 -4.730 1.979 0.488  0.312
C29 -0.193 -3.543 4.029  -0.567
H55 -3.928 4.007 0.573  0.403
C30 3.092 0.374 -3.935  -0.863
H56 -0.212 1.149 3.321  0.181
H57 -2.057 -0.142 -6.579  0.391
C31 -1.020 0.738 -8.251  -0.365
O7 4.101 0.730 2.063  -0.495
C32 -2.368 9.408 3.767  -0.405
H58 3.605 -0.492 -3.335  0.284
C33 1.165 1.071 1.409  1.010
Cl1 5.782 -4.145 1.822  -0.216
C34 4.425 -3.991 0.570  -0.449
H59 3.094 -3.212 2.256  0.186
C35 -0.698 7.682 3.505  -0.496

***

2.
DFT (wB97M-V/def2-TZVPD) results for a cluster of 3 separate species, C35H60N3O10P2 in total in a non-equilibrium geometry.

## Properties
- Charge: +1

Each line ends with the Mulliken charge.
Element x y z (Å)
C1 -3.254 -5.632 -2.791  -0.494
O1 -1.093 2.212 6.085  -0.349
H1 -0.337 1.611 -2.402  0.280
C2 -4.171 3.360 -1.473  -0.601
H2 -4.909 4.227 -1.682  0.452
C3 -1.961 3.526 0.191  0.038
H3 -0.391 1.733 4.227  0.178
C4 -1.285 3.789 1.588  -0.549
C5 3.133 -1.329 2.581  -0.598
O2 -1.155 2.524 8.411  -0.277
O3 3.889 -2.503 2.826  -0.297
H4 -1.697 4.337 3.791  0.407
C6 4.794 -0.926 6.125  -0.708
H5 3.792 -1.458 -4.521  0.333
H6 -2.513 -2.007 -4.459  0.320
H7 5.816 0.537 -3.341  0.287
P1 -2.228 1.901 7.330  1.072
H8 -0.306 -0.660 -3.709  0.570
H9 -0.407 2.648 10.298  0.264
H10 1.374 -0.610 -5.107  0.138
H11 2.852 1.577 -6.971  0.326
H12 -4.651 0.318 7.638  0.316
H13 -5.569 3.948 1.140  0.322
C7 -4.344 -3.211 -1.218  -0.076
H14 -5.419 1.338 8.873  0.253
C8 5.028 -0.222 -2.982  -0.552
O4 -3.435 1.735 8.547  -0.300
C9 -3.521 3.592 -0.002  0.730
O5 -2.570 -0.222 0.623  -0.607
H15 -1.258 -0.985 -5.945  0.296
C10 0.076 0.731 -6.420  -1.007
O6 6.187 -1.736 3.711  -0.660
H16 2.319 2.098 -5.296  0.298
H17 4.964 -1.936 -0.538  0.203
C11 -1.961 -0.713 -1.777  -0.656
H18 -0.923 -0.266 -1.528  0.436
C12 -2.207 4.125 2.783  -0.411
H19 -2.129 3.015 10.159  0.257
N1 -3.320 1.068 -3.098  0.079
C13 -2.936 -0.285 -0.588  -0.332
H20 -3.393 -4.184 -4.645  0.342
O7 -2.044 0.385 7.266  -0.657
C14 -3.755 4.160 2.583  -0.502
C15 -4.429 3.901 1.211  -0.672
H21 -4.032 -0.060 -0.821  0.386
C16 -1.056 0.158 -4.035  -0.328
H22 -1.541 1.310 10.066  0.285
C17 -0.424 1.572 -3.557  -0.724
H23 -0.152 3.757 1.660  0.358
H24 2.877 -0.140 -3.629  -0.195
C18 -4.706 1.328 8.048  -0.714
C19 1.485 0.054 -6.027  -0.324
N2 -3.034 3.395 -2.433  -0.145
C20 -3.484 -5.732 -1.255  -0.334
C21 5.972 -1.844 -1.075  -1.034
C22 -4.088 -3.051 -2.759  0.418
O8 4.257 -1.208 4.836  -0.258
H25 -2.017 1.104 4.601  0.310
H26 -4.751 -2.333 -0.607  0.326
H27 6.676 -1.717 -3.288  0.260
C23 7.031 -4.198 3.498  -0.605
H28 -4.105 1.019 -3.779  0.430
N3 -1.432 2.621 -4.025  -0.349
H29 -3.708 -0.707 -4.998  0.370
C24 4.053 0.592 -5.377  -0.757
H30 -4.371 4.387 3.526  0.314
H31 -3.217 -6.720 -0.744  0.324
H32 4.612 0.107 -6.262  0.273
C25 -1.334 2.351 9.807  -0.603
O9 -4.376 -1.774 -3.332  -0.394
H33 2.670 -1.435 1.599  0.267
C26 -4.051 -4.537 -0.452  -0.585
C27 -3.563 -4.298 -3.510  -0.236
P2 4.964 -2.580 4.072  0.995
H34 6.579 -2.810 -0.939  0.343
C28 -2.412 -0.119 -3.231  0.815
H35 4.699 -1.802 6.770  0.304
H36 3.762 -0.435 2.570  0.283
H37 2.334 -1.247 3.323  0.286
H38 -1.798 -1.837 -1.885  0.573
C29 -3.256 -1.234 -4.071  -1.147
C30 5.718 -1.672 -2.670  -0.402
H39 0.163 1.862 -6.236  0.353
H40 4.979 -2.481 -2.991  0.285
O10 5.632 -3.997 3.381  -0.350
C31 3.899 -0.389 -4.113  0.032
H41 -0.994 3.519 -3.743  0.447
H42 7.345 -4.077 4.542  0.300
C32 -1.015 1.290 5.010  -0.637
C33 -2.619 2.348 -3.170  0.237
H43 -2.836 -6.489 -3.428  0.327
H44 -4.233 -4.621 0.680  0.336
C34 2.632 1.176 -5.909  -0.675
H45 -2.124 0.682 -5.990  0.321
H46 -0.555 0.357 5.334  0.326
H47 7.253 -5.221 3.178  0.249
H48 5.842 -0.633 6.048  0.301
H49 6.560 -0.952 -0.667  0.304
H50 7.574 -3.507 2.854  0.253
C35 -1.191 0.128 -5.635  -0.871
H51 4.601 0.125 -1.966  0.256
H52 1.783 -0.623 -6.905  0.476
H53 -1.233 3.287 -0.658  -0.049
H54 -2.537 4.303 -2.524  0.345
H55 4.717 1.476 -5.038  0.341
H56 4.227 -0.103 6.563  0.239
H57 0.627 1.754 -3.956  0.148
H58 -4.795 2.405 -1.510  0.278
H59 -0.088 0.582 -7.540  0.466
H60 -5.046 2.025 7.279  0.282

***

no.,electronic energy (hartree)
1,-3147.5059
2,-2968.2033